# 1
{
  "formula": "C24H34AsNO8P2PdSi",
  "method": "wB97M-V/def2-TZVPD",
  "e_above_lowest_kj_mol": 111.42,
  "charge": -2,
  "e_lumo_ev": 4.64,
  "fmax_ev_per_a": 0.87,
  "symbols": ["Pd", "O", "P", "O", "O", "O", "P", "O", "O", "O", "H", "H", "C", "As", "C", "C", "O", "H", "H", "H", "H", "H", "H", "H", "H", "H", "C", "N", "C", "C", "C", "C", "C", "C", "C", "C", "H", "H", "H", "H", "H", "H", "H", "H", "H", "H", "H", "H", "C", "C", "C", "C", "C", "C", "Si", "C", "C", "C", "C", "C", "C", "H", "H", "H", "H", "H", "H", "H", "H", "H", "H", "H"],
  "coordinates": [[0.567, 0.440, 0.003], [4.595, 0.651, 1.647], [3.479, -0.394, 1.091], [4.111, -1.728, 0.920], [2.810, 0.297, -0.070], [2.489, -0.549, 2.376], [1.964, 0.371, 3.607], [0.424, -0.173, 3.716], [2.719, -0.009, 4.829], [1.832, 1.798, 3.190], [5.132, 0.179, 2.296], [0.403, -1.122, 3.889], [-0.826, 5.048, 1.067], [0.322, 3.555, 1.594], [-0.814, 2.705, 2.891], [1.768, 4.510, 2.442], [0.677, 2.774, 0.189], [-1.129, 5.642, 1.931], [-1.707, 4.632, 0.577], [-0.287, 5.676, 0.358], [-0.879, 3.358, 3.763], [-0.406, 1.736, 3.162], [-1.796, 2.595, 2.433], [1.364, 5.107, 3.261], [2.203, 5.168, 1.690], [2.492, 3.782, 2.795], [-2.181, 0.396, -3.837], [-0.993, 0.789, -3.127], [0.091, 1.131, -4.017], [-1.238, 1.851, -2.155], [-2.050, 1.382, -0.974], [-3.406, 1.680, -0.896], [-4.184, 1.246, 0.174], [-3.578, 0.496, 1.173], [-2.222, 0.193, 1.093], [-1.421, 0.630, 0.034], [-1.948, -0.420, -4.525], [-2.617, 1.228, -4.429], [-2.937, 0.047, -3.134], [0.295, 0.297, -4.692], [0.992, 1.321, -3.432], [-0.132, 2.027, -4.630], [-1.734, 2.719, -2.639], [-0.270, 2.191, -1.786], [-3.861, 2.267, -1.690], [-5.240, 1.486, 0.220], [-4.159, 0.145, 2.020], [-1.762, -0.392, 1.883], [2.593, -3.577, -4.065], [3.040, -3.550, -2.751], [2.270, -2.964, -1.754], [1.032, -2.385, -2.042], [0.604, -2.419, -3.375], [1.367, -3.003, -4.377], [-0.121, -1.558, -0.767], [-0.375, -2.799, 0.662], [0.681, -3.194, 1.494], [0.474, -4.041, 2.574], [-0.804, -4.510, 2.863], [-1.865, -4.130, 2.055], [-1.645, -3.291, 0.967], [3.202, -4.028, -4.842], [4.009, -3.962, -2.495], [2.685, -2.907, -0.756], [-0.354, -1.969, -3.624], [1.008, -3.006, -5.401], [-1.421, -1.690, -1.501], [1.678, -2.809, 1.317], [1.313, -4.324, 3.201], [-0.969, -5.161, 3.715], [-2.868, -4.482, 2.273], [-2.486, -2.997, 0.346]],
  "lowdin_charge": [0.674, -0.160, 0.165, -0.337, -0.388, -0.319, 0.162, -0.181, -0.347, -0.370, 0.061, 0.057, -0.230, 0.990, -0.200, -0.215, -0.543, 0.021, 0.021, 0.021, 0.041, -0.007, 0.025, 0.031, 0.028, 0.014, -0.124, -0.272, -0.111, -0.204, -0.261, -0.087, -0.128, -0.120, -0.148, -0.296, 0.070, 0.078, 0.076, 0.070, 0.090, 0.077, 0.117, 0.078, 0.095, 0.079, 0.089, 0.089, -0.131, -0.100, -0.085, -0.280, -0.140, -0.124, 0.638, -0.291, -0.097, -0.099, -0.128, -0.122, -0.133, 0.081, 0.094, 0.074, 0.064, 0.084, 0.000, 0.075, 0.099, 0.083, 0.084, 0.085]
}

=====

# 2
{
  "formula": "C39H86F6N5O7S2",
  "method": "wB97M-V/def2-TZVPD",
  "e_above_lowest_kj_mol": 0.00,
  "charge": 3,
  "e_lumo_ev": -6.19,
  "fmax_ev_per_a": 4.75,
  "symbols": ["C", "N", "C", "C", "C", "C", "O", "H", "H", "H", "H", "H", "H", "H", "H", "H", "H", "H", "H", "H", "H", "C", "C", "C", "N", "C", "C", "C", "C", "C", "H", "H", "H", "H", "H", "H", "H", "H", "H", "H", "H", "H", "H", "H", "H", "H", "H", "H", "C", "C", "C", "N", "C", "C", "C", "C", "C", "H", "H", "H", "H", "H", "H", "H", "H", "H", "H", "H", "H", "H", "H", "H", "H", "H", "H", "C", "C", "C", "N", "C", "C", "C", "C", "C", "H", "H", "H", "H", "H", "H", "H", "H", "H", "H", "H", "H", "H", "H", "H", "H", "H", "H", "C", "C", "C", "N", "C", "C", "C", "C", "C", "H", "H", "H", "H", "H", "H", "H", "H", "H", "H", "H", "H", "H", "H", "H", "H", "H", "H", "C", "F", "F", "F", "S", "O", "O", "O", "C", "F", "F", "F", "S", "O", "O", "O"],
  "coordinates": [[-18.582, -15.618, -7.396], [-17.279, -15.435, -8.266], [-16.660, -14.120, -7.629], [-16.372, -16.605, -7.991], [-17.634, -15.191, -9.735], [-17.941, -16.460, -10.564], [-16.832, -17.361, -10.799], [-18.268, -15.690, -6.355], [-18.979, -16.566, -7.758], [-19.168, -14.752, -7.705], [-15.854, -13.764, -8.271], [-16.256, -14.441, -6.669], [-17.459, -13.379, -7.654], [-16.189, -16.802, -6.935], [-15.488, -16.514, -8.621], [-16.867, -17.466, -8.442], [-16.788, -14.701, -10.217], [-18.382, -14.399, -9.772], [-18.377, -16.307, -11.551], [-18.743, -17.028, -10.093], [-16.967, -17.912, -11.573], [-21.788, -12.825, 3.706], [-20.710, -13.598, 4.506], [-19.244, -13.318, 4.050], [-18.695, -14.310, 3.007], [-19.303, -14.214, 1.624], [-18.695, -15.752, 3.624], [-17.560, -16.423, 2.878], [-16.611, -15.324, 2.263], [-17.175, -14.018, 2.831], [-22.017, -11.912, 4.256], [-22.700, -13.407, 3.572], [-21.484, -12.533, 2.701], [-20.786, -14.685, 4.489], [-20.707, -13.296, 5.553], [-18.565, -13.401, 4.899], [-19.113, -12.334, 3.600], [-19.147, -13.154, 1.424], [-20.392, -14.254, 1.650], [-18.765, -14.780, 0.864], [-19.635, -16.291, 3.502], [-18.370, -15.755, 4.664], [-17.937, -17.020, 2.048], [-16.919, -17.072, 3.475], [-16.700, -15.285, 1.177], [-15.538, -15.459, 2.401], [-16.940, -13.176, 2.179], [-16.783, -13.746, 3.810], [-19.665, -19.900, -1.165], [-19.896, -18.487, -1.735], [-21.450, -18.096, -1.976], [-21.557, -16.595, -2.345], [-21.253, -15.660, -1.159], [-22.969, -16.294, -2.869], [-22.931, -16.597, -4.393], [-21.484, -16.730, -4.814], [-20.744, -16.133, -3.600], [-18.712, -19.942, -0.637], [-19.707, -20.711, -1.892], [-20.463, -20.179, -0.477], [-19.209, -18.278, -2.556], [-19.532, -17.867, -0.916], [-22.051, -18.166, -1.069], [-21.897, -18.607, -2.829], [-20.177, -15.521, -1.058], [-21.473, -16.189, -0.232], [-21.914, -14.796, -1.225], [-23.136, -15.226, -2.732], [-23.706, -16.852, -2.292], [-23.464, -15.846, -4.976], [-23.401, -17.554, -4.622], [-21.408, -16.022, -5.640], [-21.153, -17.712, -5.151], [-20.654, -15.048, -3.633], [-19.724, -16.516, -3.609], [-12.636, -12.813, -2.381], [-13.593, -12.105, -1.378], [-14.733, -11.336, -2.197], [-15.738, -10.602, -1.268], [-16.596, -11.608, -0.506], [-16.673, -9.632, -2.051], [-16.601, -8.193, -1.482], [-15.893, -8.320, -0.155], [-15.060, -9.597, -0.297], [-11.834, -13.238, -1.777], [-12.207, -12.078, -3.062], [-13.065, -13.604, -2.997], [-12.863, -11.512, -0.828], [-13.944, -12.751, -0.573], [-15.260, -11.963, -2.916], [-14.216, -10.592, -2.803], [-16.002, -12.155, 0.226], [-17.044, -12.323, -1.196], [-17.396, -11.118, 0.049], [-17.653, -10.105, -1.989], [-16.448, -9.631, -3.117], [-17.623, -7.874, -1.277], [-16.229, -7.512, -2.248], [-16.594, -8.263, 0.678], [-15.289, -7.413, -0.161], [-14.842, -10.148, 0.618], [-14.177, -9.263, -0.842], [-14.818, -20.937, -1.938], [-13.582, -20.142, -1.336], [-13.675, -18.647, -1.410], [-12.374, -17.854, -1.059], [-11.253, -17.924, -2.130], [-11.809, -18.128, 0.425], [-12.776, -17.412, 1.370], [-13.244, -16.219, 0.589], [-12.791, -16.383, -0.864], [-14.541, -21.982, -2.076], [-15.200, -20.575, -2.893], [-15.690, -20.766, -1.307], [-12.664, -20.519, -1.788], [-13.490, -20.444, -0.293], [-14.427, -18.441, -0.649], [-14.144, -18.270, -2.319], [-11.079, -18.986, -2.303], [-10.336, -17.436, -1.798], [-11.614, -17.494, -3.064], [-10.808, -17.698, 0.448], [-11.905, -19.207, 0.540], [-12.322, -17.093, 2.308], [-13.621, -18.049, 1.629], [-13.053, -15.251, 1.052], [-14.329, -16.196, 0.693], [-11.992, -15.724, -1.203], [-13.554, -16.017, -1.551], [-16.382, -16.357, -3.820], [-17.083, -17.483, -3.937], [-15.109, -16.479, -4.208], [-16.986, -15.414, -4.501], [-16.493, -15.787, -1.981], [-15.956, -16.842, -1.139], [-15.727, -14.524, -2.035], [-17.891, -15.484, -1.648], [-12.847, -17.578, -6.358], [-14.028, -18.065, -6.635], [-12.761, -17.265, -5.089], [-11.944, -18.443, -6.786], [-12.767, -15.947, -7.383], [-13.767, -15.049, -6.844], [-11.416, -15.441, -7.148], [-13.017, -16.309, -8.780]],
  "lowdin_charge": [0.026, -0.297, 0.039, -0.002, -0.071, -0.197, -0.059, 0.073, 0.097, 0.097, 0.109, 0.074, 0.096, 0.091, 0.097, 0.099, 0.142, 0.135, 0.131, 0.107, 0.101, -0.078, -0.183, -0.107, -0.225, 0.038, -0.068, -0.129, -0.127, -0.086, 0.086, 0.081, 0.056, 0.094, 0.121, 0.127, 0.133, 0.100, 0.099, 0.090, 0.136, 0.144, 0.111, 0.125, 0.083, 0.111, 0.115, 0.135, -0.086, -0.182, -0.033, -0.230, 0.018, -0.082, -0.145, -0.152, -0.081, 0.073, 0.080, 0.076, 0.089, 0.087, 0.131, 0.131, 0.060, 0.097, 0.103, 0.123, 0.140, 0.126, 0.120, 0.113, 0.126, 0.143, 0.096, -0.084, -0.208, -0.072, -0.219, -0.001, -0.076, -0.144, -0.146, -0.072, 0.072, 0.086, 0.073, 0.104, 0.082, 0.128, 0.132, 0.080, 0.097, 0.102, 0.119, 0.129, 0.121, 0.128, 0.121, 0.130, 0.132, 0.139, -0.054, -0.214, -0.127, -0.172, 0.058, -0.022, -0.155, -0.173, -0.106, 0.082, 0.068, 0.062, 0.105, 0.103, 0.106, 0.122, 0.100, 0.109, 0.091, 0.139, 0.121, 0.127, 0.115, 0.119, 0.069, 0.122, 0.102, -0.654, 0.130, 0.147, 0.128, 0.501, -0.331, -0.346, -0.365, -0.714, 0.124, 0.120, 0.164, 0.468, -0.366, -0.337, -0.334]
}

=====

# 3
{
  "formula": "C17H39O11P2",
  "method": "wB97M-V/def2-TZVPD",
  "charge": -1,
  "e_lumo_ev": 0.66,
  "fmax_ev_per_a": 8.50,
  "symbols": ["C", "C", "C", "O", "C", "C", "O", "O", "H", "H", "H", "H", "H", "H", "H", "H", "H", "O", "P", "O", "C", "C", "O", "C", "C", "O", "C", "C", "H", "H", "H", "H", "H", "H", "H", "H", "H", "H", "H", "H", "H", "H", "H", "O", "P", "O", "C", "C", "O", "C", "C", "O", "C", "C", "H", "H", "H", "H", "H", "H", "H", "H", "H", "H", "H", "H", "H", "H", "H"],
  "coordinates": [[-0.513, -0.110, -0.038], [0.074, -0.738, -1.348], [-0.204, -2.269, -1.515], [0.684, -2.781, -2.507], [0.288, -2.373, -3.837], [1.144, -1.206, -4.478], [2.323, -1.337, -4.882], [0.564, -0.067, -4.589], [0.099, -0.302, 0.872], [-1.554, -0.483, 0.111], [-0.615, 0.989, -0.229], [1.170, -0.575, -1.473], [-0.430, -0.231, -2.210], [-0.014, -2.854, -0.576], [-1.285, -2.451, -1.775], [0.326, -3.270, -4.510], [-0.778, -2.038, -3.809], [-3.917, 1.812, 0.488], [-5.164, 2.634, 0.680], [-5.563, 2.185, 2.212], [-4.826, 2.729, 3.302], [-5.220, 4.168, 3.587], [-6.195, 1.619, -0.123], [-5.700, 0.766, -1.160], [-5.436, -0.629, -0.628], [-6.394, 3.777, 0.708], [-6.680, 4.499, -0.504], [-7.694, 3.772, -1.375], [-3.753, 2.647, 3.104], [-5.050, 2.111, 4.173], [-4.918, 4.824, 2.767], [-4.745, 4.524, 4.502], [-6.302, 4.258, 3.692], [-4.811, 1.192, -1.624], [-6.471, 0.713, -1.935], [-4.840, -0.616, 0.285], [-4.914, -1.232, -1.376], [-6.376, -1.131, -0.383], [-5.760, 4.703, -1.055], [-7.101, 5.459, -0.199], [-7.200, 3.045, -2.019], [-8.207, 4.475, -2.036], [-8.431, 3.240, -0.774], [7.518, -1.798, 1.945], [6.375, -1.370, 1.057], [5.444, -0.582, 2.162], [5.833, 0.718, 2.588], [5.528, 1.769, 1.536], [5.571, -2.817, 1.057], [6.282, -4.036, 1.254], [6.191, -4.485, 2.700], [5.352, -0.856, -0.158], [5.572, -1.353, -1.500], [4.834, -2.655, -1.757], [6.896, 0.722, 2.853], [5.265, 0.935, 3.495], [6.156, 1.629, 0.652], [5.709, 2.772, 1.928], [4.491, 1.700, 1.209], [7.318, -3.942, 0.928], [5.815, -4.792, 0.616], [6.443, -3.684, 3.396], [6.861, -5.330, 2.883], [5.173, -4.801, 2.940], [6.642, -1.458, -1.696], [5.185, -0.591, -2.178], [5.433, -3.505, -1.427], [4.651, -2.799, -2.824], [3.883, -2.686, -1.227]],
  "nbo_charge": [-0.619, -0.447, -0.049, -0.551, -0.174, 0.710, -0.771, -0.804, 0.195, 0.195, 0.211, 0.218, 0.237, 0.166, 0.148, 0.171, 0.166, -0.928, 2.366, -0.790, -0.070, -0.633, -0.823, -0.066, -0.632, -0.722, -0.078, -0.634, 0.183, 0.183, 0.200, 0.210, 0.215, 0.194, 0.169, 0.225, 0.217, 0.199, 0.177, 0.185, 0.216, 0.208, 0.229, -0.971, 2.377, -0.790, -0.067, -0.635, -0.812, -0.062, -0.630, -0.710, -0.083, -0.638, 0.172, 0.180, 0.202, 0.204, 0.227, 0.180, 0.176, 0.222, 0.200, 0.205, 0.161, 0.212, 0.189, 0.244, 0.242]
}

=====

| no. | gap between HOMO and LUMO (eV) |
| --- | --- |
| 1 | 6.78 |
| 2 | 6.55 |
| 3 | 4.51 |